Density functional theory data (wB97M-V/def2-TZVPD) for a molecular structure, C27H52OP2SiV.

Calculated values
DFT total energy	-3050.8373	Ha
HOMO energy (alpha / beta)	-13.19 / -13.17	eV
2S+1	2
charge	+2
LUMO level (alpha / beta)	-6.16 / -5.97	eV
frontier orbital gap (alpha / beta)	7.03 / 7.20	eV
energy relative to the best compared isomer or geometry (same formula, charge and spin)	0.0	kcal per mole

Positions of all 84 atoms, in Å:
V (-0.374, -0.292, 1.355)
C (0.059, 1.098, 3.045)
C (-0.547, -0.130, 3.472)
C (1.541, -0.603, 2.577)
C (1.328, 0.797, 2.477)
C (0.381, -1.187, 3.185)
C (-0.431, 2.503, 3.271)
H (-1.439, 2.515, 3.700)
H (-0.437, 3.068, 2.323)
H (0.244, 3.037, 3.963)
C (2.417, 1.775, 2.188)
H (2.011, 2.774, 1.981)
H (3.005, 1.453, 1.325)
H (3.103, 1.872, 3.045)
C (2.857, -1.238, 2.299)
H (3.653, -0.761, 2.890)
H (3.130, -1.110, 1.244)
H (2.853, -2.302, 2.550)
C (0.207, -2.628, 3.520)
H (0.581, -2.853, 4.527)
H (0.764, -3.259, 2.823)
H (-0.851, -2.914, 3.489)
C (-1.874, -0.292, 4.131)
H (-1.774, -0.756, 5.120)
H (-2.521, -0.929, 3.517)
H (-2.358, 0.680, 4.259)
C (-2.808, 1.243, -2.723)
C (-3.222, 1.885, -1.616)
C (-4.445, 1.494, -0.835)
C (-4.647, -0.033, -0.617)
C (-3.407, -0.863, -0.464)
C (-2.781, -1.448, -1.521)
C (-3.171, -1.285, -2.971)
C (-3.583, 0.146, -3.408)
H (-5.356, 1.889, -1.317)
H (-5.286, -0.427, -1.417)
H (-4.398, 2.000, 0.142)
H (-4.665, 0.282, -3.286)
H (-1.947, 1.616, -3.293)
H (-2.763, 2.836, -1.340)
H (-3.402, 0.224, -4.488)
H (-2.330, -1.622, -3.603)
H (-2.127, -2.298, -1.383)
H (-3.987, -1.983, -3.247)
H (-5.271, -0.154, 0.287)
H (-3.196, -1.197, 0.558)
P (0.460, 1.229, -0.880)
P (0.345, -2.140, -0.236)
C (-0.042, 0.008, -2.156)
C (0.385, -1.449, -1.967)
H (0.352, 0.419, -3.089)
H (-1.133, 0.045, -2.221)
H (-0.273, -2.109, -2.540)
H (1.410, -1.574, -2.333)
C (1.880, -3.117, -0.184)
H (2.022, -3.565, 0.805)
H (2.749, -2.496, -0.423)
H (1.786, -3.920, -0.924)
C (-0.908, -3.447, 0.199)
H (-0.936, -4.192, -0.607)
H (-1.905, -3.011, 0.361)
H (-0.597, -3.920, 1.140)
C (0.284, 2.952, -1.310)
H (0.057, 3.499, -0.388)
H (-0.577, 3.026, -1.986)
H (1.193, 3.370, -1.738)
C (-1.165, 1.253, 0.222)
H (-1.509, 0.948, 1.302)
H (-1.889, 0.730, -0.408)
H (-1.483, 2.306, 0.290)
C (4.969, -0.116, -0.531)
Si (3.600, 0.861, -1.412)
C (4.032, 2.657, -1.375)
C (3.456, 0.118, -3.097)
O (2.015, 0.922, -0.622)
H (5.881, 0.021, -1.143)
H (4.807, -1.203, -0.464)
H (5.211, 0.261, 0.473)
H (4.800, 2.848, -2.136)
H (3.169, 3.297, -1.580)
H (4.438, 2.933, -0.393)
H (3.519, -0.977, -3.092)
H (2.544, 0.421, -3.619)
H (4.318, 0.491, -3.667)

---

Density functional theory data (wB97M-V/def2-TZVPD) for a molecular structure, C27H53HgN2O4SSi2.

Calculated values
DFT total energy	-2601.7729	Ha
HOMO energy (alpha / beta)	-1.01 / -2.45	eV
2S+1	2
charge	-2
LUMO level (alpha / beta)	4.30 / 4.24	eV
frontier orbital gap (alpha / beta)	5.31 / 6.69	eV
energy relative to the best compared isomer or geometry (same formula, charge and spin)	28.3	kcal per mole

Positions of all 90 atoms, in Å:
Hg (0.486, 0.651, 1.496)
C (-4.671, 0.613, -1.867)
N (-4.465, 1.309, -0.606)
C (-5.234, 0.747, 0.488)
C (-3.272, 1.940, -0.339)
S (-2.691, 2.175, 1.188)
N (-2.630, 2.432, -1.479)
C (-3.350, 3.500, -2.155)
C (-1.199, 2.711, -1.328)
H (-4.604, -0.465, -1.711)
H (-3.912, 0.916, -2.581)
H (-5.662, 0.850, -2.270)
H (-6.271, 0.636, 0.163)
H (-5.184, 1.411, 1.344)
H (-4.845, -0.233, 0.788)
H (-4.415, 3.275, -2.184)
H (-2.981, 3.598, -3.178)
H (-3.211, 4.461, -1.639)
H (-0.676, 1.775, -1.132)
H (-0.953, 3.394, -0.510)
H (-0.833, 3.124, -2.270)
O (-4.114, -4.335, 2.351)
C (-3.656, -3.659, 1.295)
C (-4.116, -3.960, 0.008)
C (-3.636, -3.262, -1.088)
C (-2.720, -2.229, -0.923)
C (-2.271, -1.922, 0.355)
C (-2.704, -2.635, 1.461)
C (-2.122, -2.374, 2.843)
O (-2.699, -3.006, 3.796)
O (-1.144, -1.627, 2.938)
H (-3.598, -3.861, 3.146)
H (-4.838, -4.760, -0.110)
H (-3.988, -3.524, -2.081)
H (-2.343, -1.683, -1.780)
H (-1.555, -1.121, 0.510)
C (2.585, 0.133, -2.758)
C (2.037, -1.201, -2.235)
C (2.688, -2.332, -3.041)
C (0.529, -1.191, -2.529)
Si (2.289, -1.320, -0.284)
C (1.959, -3.154, 0.334)
C (3.134, -4.110, 0.073)
C (0.713, -3.747, -0.333)
C (1.668, -3.128, 1.841)
C (4.106, -0.741, 0.203)
C (5.218, -1.345, -0.666)
C (4.198, 0.790, 0.119)
C (4.391, -1.105, 1.665)
H (2.286, 0.274, -3.804)
H (3.674, 0.169, -2.721)
H (2.189, 0.970, -2.178)
H (2.543, -2.154, -4.116)
H (2.244, -3.301, -2.806)
H (3.762, -2.397, -2.855)
H (0.355, -1.050, -3.603)
H (0.045, -0.370, -1.994)
H (0.041, -2.117, -2.228)
H (3.406, -4.143, -0.985)
H (2.854, -5.125, 0.382)
H (4.020, -3.824, 0.643)
H (0.864, -3.938, -1.398)
H (-0.146, -3.090, -0.209)
H (0.463, -4.703, 0.141)
H (2.508, -2.744, 2.420)
H (1.451, -4.143, 2.198)
H (0.799, -2.508, 2.069)
H (5.136, -1.020, -1.705)
H (5.199, -2.437, -0.650)
H (6.198, -1.019, -0.294)
H (4.098, 1.156, -0.901)
H (5.169, 1.128, 0.503)
H (3.415, 1.262, 0.718)
H (4.438, -2.182, 1.823)
H (3.619, -0.692, 2.319)
H (5.357, -0.683, 1.971)
C (-1.227, 5.775, 1.576)
Si (0.473, 4.921, 1.854)
C (1.677, 6.426, 1.801)
C (0.437, 4.434, 3.705)
O (0.863, 3.773, 0.873)
H (-1.364, 6.673, 2.188)
H (-2.037, 5.081, 1.812)
H (-1.347, 6.071, 0.527)
H (1.440, 7.194, 2.545)
H (1.653, 6.902, 0.815)
H (2.704, 6.092, 1.979)
H (-0.030, 5.178, 4.358)
H (1.451, 4.252, 4.076)
H (-0.119, 3.499, 3.821)

---

Density functional theory data (wB97M-V/def2-TZVPD) for a molecular structure, C27H54FO27Tl.

Calculated values
DFT total energy	-3364.1116	Ha
HOMO energy	-14.49	eV
charge	+2
LUMO level	-12.27	eV
frontier orbital gap	2.22	eV

Positions of all 110 atoms, in Å:
Tl (12.569, 14.616, -0.109)
F (11.079, 16.002, 1.988)
C (9.166, 10.194, -0.689)
O (8.784, 11.094, 0.283)
C (9.503, 12.247, 0.562)
O (10.391, 12.709, -0.134)
O (9.084, 12.853, 1.677)
C (8.023, 12.349, 2.553)
H (10.194, 9.835, -0.738)
H (8.816, 10.555, -1.656)
H (8.492, 9.342, -0.604)
H (7.848, 13.026, 3.389)
H (8.334, 11.354, 2.872)
H (7.068, 12.184, 2.054)
C (6.371, 17.350, 7.750)
O (7.433, 17.543, 6.853)
C (7.623, 16.864, 5.679)
O (7.151, 15.738, 5.381)
O (8.220, 17.722, 4.788)
C (8.339, 17.400, 3.409)
H (6.597, 17.964, 8.622)
H (6.471, 16.373, 8.222)
H (5.371, 17.537, 7.360)
H (8.463, 18.279, 2.776)
H (7.371, 17.044, 3.057)
H (9.136, 16.684, 3.208)
C (13.132, 10.969, 4.895)
O (12.742, 11.532, 3.628)
C (12.063, 12.690, 3.509)
O (11.984, 13.278, 2.436)
O (11.421, 12.955, 4.632)
C (10.469, 14.026, 4.630)
H (13.588, 11.726, 5.534)
H (13.846, 10.177, 4.673)
H (12.303, 10.505, 5.430)
H (9.834, 13.864, 3.758)
H (10.874, 14.993, 4.333)
H (9.765, 14.072, 5.461)
C (10.564, 20.584, 4.963)
O (11.483, 21.181, 5.916)
C (12.757, 21.278, 5.585)
O (13.266, 20.845, 4.586)
O (13.340, 22.104, 6.433)
C (14.650, 22.634, 6.164)
H (10.868, 21.027, 4.015)
H (9.511, 20.826, 5.106)
H (10.585, 19.495, 4.914)
H (15.518, 22.117, 6.573)
H (14.672, 23.599, 6.670)
H (14.920, 22.802, 5.121)
C (11.914, 18.979, -3.247)
O (11.478, 19.665, -2.078)
C (11.694, 18.943, -0.829)
O (12.121, 17.769, -0.715)
O (11.470, 19.770, 0.197)
C (11.577, 19.328, 1.604)
H (11.657, 17.921, -3.194)
H (13.002, 19.040, -3.288)
H (11.532, 19.480, -4.136)
H (10.602, 19.089, 2.028)
H (11.969, 20.083, 2.285)
H (12.136, 18.392, 1.611)
C (8.180, 16.945, 0.227)
O (7.946, 16.376, -1.015)
C (8.887, 15.611, -1.678)
O (10.029, 15.415, -1.216)
O (8.252, 14.952, -2.673)
C (7.130, 15.537, -3.321)
H (7.234, 17.478, 0.326)
H (8.981, 17.683, 0.231)
H (8.366, 16.145, 0.944)
H (6.691, 14.891, -4.083)
H (7.368, 16.496, -3.782)
H (6.231, 15.786, -2.757)
C (16.996, 17.174, 1.558)
O (16.582, 17.993, 0.456)
C (15.421, 17.684, -0.260)
O (14.634, 16.729, -0.060)
O (15.200, 18.603, -1.263)
C (16.053, 19.701, -1.602)
H (17.215, 16.189, 1.145)
H (16.288, 17.051, 2.377)
H (17.929, 17.560, 1.970)
H (15.835, 20.010, -2.624)
H (17.105, 19.417, -1.567)
H (15.767, 20.538, -0.966)
C (16.175, 12.384, 3.095)
O (16.005, 13.510, 3.848)
C (15.179, 14.414, 3.416)
O (14.722, 14.563, 2.255)
O (15.066, 15.267, 4.406)
C (14.109, 16.313, 4.335)
H (16.919, 11.664, 3.436)
H (16.333, 12.428, 2.017)
H (15.259, 11.794, 3.083)
H (13.127, 15.841, 4.360)
H (14.125, 16.888, 3.409)
H (14.093, 16.951, 5.219)
C (14.334, 14.995, 8.015)
O (12.920, 14.795, 8.017)
C (11.975, 15.624, 7.610)
O (10.790, 15.390, 7.818)
O (12.463, 16.660, 6.928)
C (11.592, 17.483, 6.214)
H (14.731, 15.873, 8.525)
H (14.638, 14.763, 6.994)
H (14.747, 14.201, 8.637)
H (10.672, 17.593, 6.789)
H (11.287, 17.072, 5.252)
H (12.085, 18.441, 6.053)